# 1
Computed, not measured: C7H12NO3P in the gas phase in a non-equilibrium geometry, with ωB97M-V/def2-TZVPD.

Last column: Mulliken charge in e.
Cartesian coordinates (Å):
C -2.57950 -1.25075 -0.89408  -0.881
C -1.67829 -0.29067 -1.07167  -0.191
C -1.01786 0.29766 0.09925  0.776
O -1.42140 0.15729 1.22830  -0.537
N 0.20511 0.99997 -0.12502  0.140
C 0.61746 1.84502 0.98810  -1.085
C 0.41505 1.65549 -1.40691  -1.036
P 1.53674 -0.56814 -0.25483  0.967
O 0.95698 -1.34552 -1.35497  -0.652
O 2.78349 0.19914 -0.34507  -0.750
C 1.21830 -1.25054 1.39385  -0.247
C 0.51046 -2.35914 1.50660  -0.619
H -3.07968 -1.72343 -1.72153  0.290
H -2.82548 -1.59222 0.09805  0.288
H -1.41187 0.04746 -2.05735  0.263
H 1.70340 1.92577 0.97654  0.370
H 0.16826 2.83588 0.89427  0.404
H 0.29188 1.39391 1.92400  0.378
H 1.36494 2.18672 -1.36081  0.339
H 0.50454 0.90920 -2.19587  0.442
H -0.38982 2.35928 -1.62960  0.381
H 1.71838 -0.77838 2.22516  0.406
H 0.34965 -2.85414 2.45089  0.279
H 0.05926 -2.79984 0.63269  0.274

## Properties
- Kohn-Sham gap: 10.04 eV
- HOMO energy: -0.374 Ha
- SMILES: C=CC(=O)[N+](C)(C)[P@@](=O)([O-])C=C
- LUMO energy: -0.005 Eh


# 2
Computed, not measured: 2 unconnected molecules or ions with the total composition C4H4F3N2O6S3 in a non-equilibrium geometry, with ωB97M-V/def2-TZVPD.

Last column: Mulliken charge in e.
Cartesian coordinates (Å):
O 0.28261 -1.98631 1.69552  -0.654
S 0.17294 -3.09387 0.57467  0.833
O -0.87968 -4.11911 1.15507  -0.568
N 1.75585 -3.81217 0.46421  -0.266
N 2.01299 -4.37735 -0.77065  -0.401
C 1.03696 -5.26832 -1.15730  0.280
S -0.48995 -5.86111 -1.72916  -0.150
C -0.42856 -2.21098 -0.95912  0.592
F -0.80964 -0.80370 -0.56232  -0.265
F -1.70787 -2.81290 -1.49013  -0.201
F 0.56282 -2.06720 -2.04727  -0.215
C -0.22200 2.54742 1.28476  -0.291
C 0.04265 2.39743 -0.21096  -0.110
O -0.43681 3.60515 -0.79773  -0.326
S -0.23089 4.82747 0.26244  1.105
O 0.99364 5.51771 -0.07701  -0.549
O -1.49564 5.50469 0.43027  -0.538
O 0.04917 3.91556 1.58452  -0.319
H -1.27234 2.34868 1.52105  0.294
H 0.41530 1.89211 1.88451  0.311
H -0.46755 1.53147 -0.63944  0.152
H 1.11601 2.32531 -0.41595  0.285

## Properties
- Kohn-Sham gap: 7.48 eV
- HOMO energy: -0.183 Ha
- Charge: -1
- LUMO energy: 0.092 Eh


Question: Among the records above, which one has the highest LUMO energy?
Answer: C4H4F3N2O6S3